Entry 1:
Density functional theory data (ωB97M-V/def2-TZVPD) for 2 unconnected molecules or ions with the total composition C4H8NO4.

```
17
Properties=species:S:1:pos:R:3:forces:R:3:nbo_charge:R:1
C 1.82831 -0.78581 -0.64296 -0.29 -0.79 -1.14 0.557
N 0.90847 0.10059 -1.10850 0.33 1.72 -0.29 -0.448
C 1.37957 1.50608 -1.16927 -1.48 -0.54 1.30 -0.419
C -0.48019 0.04636 -0.60650 1.92 -1.30 2.14 -0.362
C -0.47690 -0.16391 1.00026 -2.30 0.62 -0.83 0.745
O 0.21438 -1.00644 1.57178 0.79 0.16 -0.46 -0.731
O -1.47074 0.47984 1.44289 0.60 0.26 0.60 -0.815
O 3.02420 -0.57542 -0.55592 0.05 0.21 0.18 -0.654
H 1.38877 -1.78529 -0.57591 0.08 -0.20 0.48 0.116
H 0.49794 2.03447 -1.52867 0.34 0.41 -0.23 0.187
H 1.52790 1.81716 -0.11525 0.35 0.24 -0.57 0.196
H 2.23550 1.69958 -1.78528 0.44 -0.27 -0.17 0.208
H -1.02717 0.98244 -0.74295 0.09 -0.63 -0.56 0.228
H -0.92053 -0.89825 -0.92463 -0.50 0.36 -0.53 0.203
H -2.62589 -1.39696 1.27346 -0.24 -0.31 -0.42 0.468
H -2.74234 -0.70279 2.47370 0.03 0.62 0.51 0.492
O -3.26128 -1.35165 1.99376 -0.21 -0.59 -0.02 -0.972
```
Forces are in eV/Å.

## Properties
**Charge**: -1
**Energy relative to the best compared isomer or geometry (same formula, charge and spin)**: 36.9 kcal/mol
**Spin multiplicity**: 1



Entry 2:
Density functional theory data (ωB97M-V/def2-TZVPD) for a molecular structure, C4H8NO4Sn.

```
18
Properties=species:S:1:pos:R:3:forces:R:3:nbo_charge:R:1
Sn -2.34945 -2.03399 -0.36624 1.00 2.07 2.52 1.564
O -2.46335 0.57418 3.72982 0.76 -1.02 -1.24 -0.696
C -2.07844 -0.72870 3.50065 0.94 -0.35 7.04 0.943
O -1.60927 -1.43223 4.47731 -0.56 2.51 -2.59 -0.621
O -2.41234 -1.30132 2.48342 -1.12 -2.09 -6.13 -0.765
H -1.97516 0.83920 4.51279 -0.05 0.07 0.45 0.503
C 1.94725 0.49382 0.25793 -0.64 -0.37 -1.36 -0.706
C 0.83818 0.31798 -0.82691 -0.36 0.55 -1.74 0.716
O -0.39190 0.14596 -0.53972 1.20 -1.03 -0.19 -0.765
N 1.20991 0.41891 -2.17699 -0.96 -1.12 2.12 -0.578
C 0.26437 0.16068 -3.29525 0.61 1.45 0.17 -0.421
H 2.40218 -0.48648 0.39985 -0.33 -0.21 0.42 0.251
H 1.53336 0.91137 1.17578 0.02 -0.22 -0.18 0.265
H 2.79881 1.07429 -0.09702 -0.33 0.39 -0.14 0.244
H 2.18579 0.54992 -2.40194 -0.12 0.00 0.13 0.418
H -0.14700 1.13553 -3.55706 -0.68 -0.10 0.21 0.226
H -0.52464 -0.55001 -3.04931 0.27 0.08 0.08 0.188
H 0.77172 -0.08902 -4.22710 0.35 -0.60 0.44 0.235
```
Forces are in eV/Å.

## Properties
**Charge**: +1
**Energy relative to the best compared isomer or geometry (same formula, charge and spin)**: 15.5 kcal/mol
**Spin multiplicity**: 1



Entry 3:
Density functional theory data (ωB97M-V/def2-TZVPD) for a molecular structure, C4H8NO5S.

```
19
Properties=species:S:1:pos:R:3:forces:R:3:nbo_charge:R:1
C 1.46106 -2.31830 0.79327 -2.51 -1.91 -0.01 0.475
C 0.26254 1.57847 0.38624 0.21 -1.78 2.87 -0.631
C -0.58022 0.48509 -0.33391 -1.58 1.32 -2.67 -0.486
C 0.33906 -0.54604 -1.00547 -0.95 -1.91 3.33 -0.318
N 0.32238 -1.97666 0.21209 1.23 4.14 -3.17 -0.145
O -0.70735 -0.39063 -3.34630 -0.41 -1.94 1.20 -0.995
O 2.48817 -1.71454 0.67291 2.42 1.05 0.01 -0.681
O 0.01479 -2.66670 -2.58887 0.81 -1.24 -0.73 -0.977
O -1.96419 -1.71641 -1.64255 0.08 0.28 -0.22 -0.988
O -0.91126 -2.38917 0.48344 -1.81 -1.09 -0.58 -0.601
S -0.65900 -1.45333 -2.30274 1.18 3.90 -1.24 2.390
H 1.33359 -3.30945 1.29445 0.23 0.37 0.30 0.092
H -0.31093 2.42550 0.77483 -0.02 0.14 -0.69 0.206
H 0.51279 1.05421 1.39955 0.11 0.83 -1.56 0.208
H 1.26435 1.88695 -0.02664 -1.34 -0.36 -0.09 0.212
H -1.27861 0.95225 -1.22902 1.95 -0.85 1.95 0.226
H -1.39007 -0.03750 0.25852 1.30 0.67 -0.12 0.251
H 1.40710 -0.09736 -1.04689 -1.76 -1.71 -0.65 0.270
H -1.45704 -2.36081 -0.50138 0.86 0.08 2.06 0.492
```
Forces are in eV/Å.

## Properties
**Charge**: -1
**Energy relative to the best compared isomer or geometry (same formula, charge and spin)**: 79.9 kcal/mol
**Spin multiplicity**: 1



| no. | frontier orbital gap (eV) |
| --- | --- |
| 1 | 8.301 |
| 2 | 3.987 |
| 3 | 8.266 |